Entry 1:
Here is a molecular structure, C42H36F5IrN4PS from the OMol25 dataset. Energies are from wB97M-V/def2-TZVPD.

```
! RIJCOSX wB97M-V def2-TZVPD def2/J DEFGRID3
* xyz 2 6
Ir -0.674 0.577 0.339
F -7.074 -3.406 -0.222
C -6.017 -2.757 0.209
C -5.111 -2.228 -0.706
F -5.316 -2.386 -2.006
C -4.006 -1.547 -0.250
F -3.148 -1.072 -1.158
C -3.752 -1.361 1.121
S -2.406 -0.488 1.745
C -4.686 -1.924 2.013
F -4.498 -1.795 3.316
C -5.802 -2.607 1.575
F -6.663 -3.118 2.436
C -0.011 -3.610 -1.194
C -0.485 -2.463 -0.554
N 0.115 -1.287 -0.642
C 1.265 -1.199 -1.360
C 1.821 -2.305 -2.018
C 1.141 -3.532 -1.932
C 3.053 -2.157 -2.740
C 3.696 -0.972 -2.786
C 3.151 0.180 -2.129
C 3.765 1.444 -2.157
C 3.166 2.504 -1.523
C 1.949 2.298 -0.864
N 1.354 1.122 -0.830
C 1.937 0.071 -1.435
H -0.558 -4.537 -1.094
H -1.382 -2.498 0.049
H 1.537 -4.401 -2.442
H 3.457 -3.025 -3.245
H 4.627 -0.867 -3.328
H 4.702 1.572 -2.686
H 3.610 3.490 -1.532
H 1.441 3.108 -0.352
C 6.661 0.382 3.551
C 6.105 1.385 2.765
C 4.791 1.284 2.349
C 4.025 0.176 2.732
C 4.590 -0.835 3.517
C 5.908 -0.723 3.926
P 2.342 0.091 2.175
C 1.609 -1.503 2.427
C 0.440 -1.643 3.179
C -0.112 -2.901 3.357
C 0.495 -4.012 2.786
C 1.652 -3.874 2.024
C 2.207 -2.623 1.833
C 1.328 1.461 2.641
C 1.792 2.316 3.657
C 1.021 3.385 4.059
C -0.216 3.587 3.457
C -0.672 2.732 2.463
C 0.085 1.653 1.998
H 7.690 0.464 3.877
H 6.700 2.241 2.477
H 4.353 2.060 1.732
H 3.997 -1.687 3.822
H 6.346 -1.492 4.546
H -0.013 -0.776 3.643
H -1.004 -3.015 3.958
H 0.070 -4.995 2.941
H 2.120 -4.745 1.586
H 3.105 -2.509 1.236
H 2.738 2.115 4.143
H 1.363 4.043 4.845
H -0.837 4.417 3.771
H -1.650 2.925 2.036
C -0.044 1.066 -3.952
C -1.312 0.727 -3.183
N -2.186 1.876 -2.959
C -2.679 2.527 -4.187
C -1.938 3.810 -4.544
C -2.619 2.256 -1.758
C -3.729 3.278 -1.709
N -2.195 1.772 -0.608
H 0.577 0.174 -4.045
H 0.530 1.845 -3.449
H -0.268 1.404 -4.963
H -1.079 0.284 -2.219
H -1.892 -0.014 -3.740
H -3.748 2.710 -4.098
H -2.567 1.795 -4.986
H -1.891 4.496 -3.699
H -2.452 4.319 -5.359
H -0.917 3.609 -4.864
H -4.642 2.869 -2.143
H -3.473 4.178 -2.263
H -3.935 3.564 -0.682
H -2.806 2.119 0.120
*
```

Output
LUMO (alpha / beta), eV: -5.4 / -7.4
Gap between HOMO and LUMO (alpha / beta), eV: 6.2273 / 5.9388

Results of the Mulliken charge analysis, in e, for atoms 1 through 6:
1. Ir 2.0755
2. F -0.2538
3. C 0.7276
4. C -0.3252
5. F -0.2706
6. C -0.5708

---

Entry 2:
Here is a molecular structure, C42H36N14O2STi from the OMol25 dataset. Energies are from wB97M-V/def2-TZVPD.

```
! RIJCOSX wB97M-V def2-TZVPD def2/J DEFGRID3
* xyz 1 2
Ti -0.022 -0.386 -0.636
C -1.083 -1.001 -7.014
C 0.142 -1.677 -7.007
C 0.936 -1.709 -5.874
C 0.462 -1.071 -4.736
C 0.952 -1.004 -3.373
N 0.073 -0.299 -2.607
C -1.004 0.035 -3.379
N -2.157 0.554 -2.977
C -2.462 0.833 -1.733
C -3.722 1.453 -1.339
C -4.879 1.750 -2.041
C -5.884 2.427 -1.368
C -5.744 2.797 -0.030
C -4.606 2.460 0.687
C -3.603 1.778 0.018
C -2.269 1.344 0.419
N -1.704 1.668 1.558
C -0.399 1.428 1.774
N 0.381 0.512 1.140
C 1.591 0.483 1.781
N 2.625 -0.328 1.529
C 2.740 -0.996 0.409
N 1.874 -0.954 -0.655
C 2.477 -1.585 -1.714
N 2.063 -1.606 -2.962
C 3.748 -2.159 -1.282
C 4.723 -2.897 -1.936
C 5.863 -3.235 -1.225
C 6.047 -2.823 0.097
C 5.075 -2.085 0.752
C 3.919 -1.775 0.054
C 1.618 1.467 2.827
C 2.623 1.912 3.689
C 2.345 2.991 4.501
C 1.095 3.635 4.457
C 0.092 3.202 3.615
C 0.353 2.094 2.804
N -1.652 0.719 -0.625
C -0.768 -0.397 -4.742
C -1.546 -0.340 -5.891
H -1.683 -1.010 -7.914
H 0.465 -2.186 -7.905
H 1.885 -2.228 -5.857
H -4.992 1.457 -3.075
H -6.804 2.670 -1.884
H -6.537 3.354 0.451
H -4.500 2.719 1.732
H 4.593 -3.192 -2.968
H 6.633 -3.830 -1.698
H 6.962 -3.083 0.612
H 5.208 -1.747 1.772
H 3.592 1.428 3.689
H 3.108 3.375 5.165
H 0.928 4.496 5.091
H -0.857 3.719 3.548
H -2.487 0.193 -5.891
N -0.220 -2.234 1.451
C -1.658 -2.492 1.299
C -2.138 -3.901 1.709
C -1.878 -4.407 3.141
C -2.671 -3.763 4.293
N -2.500 -2.340 4.569
C -1.429 -1.751 5.073
N -0.331 -2.461 5.367
N -1.438 -0.448 5.300
C -2.005 -2.305 -0.201
O -3.129 -2.516 -0.591
O -0.992 -1.929 -0.922
H 0.302 -2.965 0.976
H 0.066 -2.235 2.421
H -2.214 -1.713 1.822
H -1.625 -4.588 1.030
H -3.204 -3.972 1.487
H -0.804 -4.378 3.339
H -2.183 -5.455 3.163
H -2.444 -4.303 5.217
H -3.731 -3.891 4.085
H -3.283 -1.740 4.366
H -0.379 -3.463 5.433
H 0.447 -2.008 5.818
H -2.155 0.149 4.907
H -0.582 0.049 5.504
C 0.647 4.476 -3.690
N 1.737 4.492 -2.740
C 2.839 5.327 -2.762
C 3.628 4.990 -1.726
N 3.001 3.943 -1.077
C 1.836 3.634 -1.696
S 0.698 2.490 -1.243
H 0.736 5.334 -4.350
H -0.304 4.512 -3.160
H 0.673 3.557 -4.277
H 2.964 6.091 -3.509
H 4.570 5.396 -1.406
H 3.325 3.467 -0.254
*
```

Output
LUMO (alpha / beta), eV: -3.4 / -3.2
Gap between HOMO and LUMO (alpha / beta), eV: 4.7735 / 5.1204

Results of the Mulliken charge analysis, in e, for atoms 1 through 6:
1. Ti -0.3996
2. C -0.6536
3. C -0.6737
4. C -0.2479
5. C 0.4661
6. C -0.3475

---

Which F_max belongs to each record? In order, 0.013 0.042 Eh/bohr.
Which ΔE to the lowest compared entry with this formula, charge and spin belongs to each record? In order, 0.0 69.2 kJ/mol.